{"formula": "C4H6FNOS", "method": "wB97M-V/def2-TZVPD", "lumo_energy_ev": 0.6702, "total_energy_ha": -784.033834, "e_homo_ev": -9.76, "spin_multiplicity": 1, "smiles": "O=C1C[C@@H](CF)N1S", "symbols": ["H", "C", "O", "S", "C", "C", "H", "N", "H", "C", "H", "H", "F", "H"], "coordinates": [[-1.4214, -0.8538, 1.4067], [0.6690, 0.2423, 1.5463], [1.0039, 0.8586, 2.4923], [1.9991, 1.3580, -0.7585], [0.0778, -0.6687, -0.2851], [-0.3452, -0.9344, 1.1480], [0.0179, -1.8905, 1.5885], [1.0885, 0.2691, 0.1844], [1.0770, 2.3060, -0.9652], [-0.9633, 0.0143, -1.2081], [-1.8184, -0.6737, -1.4216], [-0.4713, 0.2770, -2.1437], [-1.4164, 1.1659, -0.6453], [0.5028, -1.4700, -0.9386]], "nbo_charge": [0.2429, 0.7250, -0.5310, 0.2079, -0.0842, -0.5198, 0.2400, -0.6121, 0.1054, 0.0427, 0.1701, 0.1720, -0.3617, 0.2028]}